The following is a quantum chemistry calculation of a molecular structure, C11H13ClN2O2PtS, from the OMol25 dataset.

CARTESIAN COORDINATES (ANGSTROEM)
Cl  -0.54  0.82  -3.04
C  -3.14  1.24  0.16
C  -3.06  0.02  0.90
C  -2.73  -1.04  0.01
H  -3.32  -0.10  1.96
C  -2.70  -0.49  -1.35
C  -2.94  0.98  -1.19
H  -3.02  1.67  -2.02
H  -3.43  2.18  0.60
H  -2.65  -2.10  0.26
C  -2.99  -1.29  -2.57
Pt  -0.59  -0.06  -1.00
C  0.13  -1.70  -0.53
O  0.79  -2.58  -0.17
C  1.20  0.98  -1.33
O  2.10  1.59  -1.72
H  -2.52  -2.27  -2.50
H  -2.57  -0.79  -3.45
H  -4.07  -1.40  -2.70
S  0.12  1.23  1.24
C  1.74  0.75  1.53
N  2.16  -0.37  2.16
C  3.62  -0.50  2.14
C  4.06  0.73  1.35
N  2.82  1.44  1.10
H  1.53  -1.03  2.57
H  3.92  -1.43  1.64
H  4.02  -0.50  3.15
H  4.55  0.46  0.40
H  4.75  1.36  1.92
H  2.75  2.21  0.46

As for the spin multiplicity: 5. As for the charge: +2. For the energy relative to the best compared isomer or geometry (same formula, charge and spin), the calculation gives 0.0000 eV. Its largest force on an atom is 6.519 eV/A. As for the total energy: -45276.1857 eV.

Löwdin population analysis, charges in e, atoms 1 to 4: number 1, Cl, carries 0.3539; number 2, C, carries -0.0097; number 3, C, carries -0.0007; number 4, C, carries -0.0401

---

The following is a quantum chemistry calculation of a molecular structure, C11H13F6NORh, from the OMol25 dataset.

CARTESIAN COORDINATES (ANGSTROEM)
C  -0.49  0.92  -2.96
C  0.91  1.06  -2.72
C  1.08  1.89  -1.57
C  -0.21  2.25  -1.10
C  -1.18  1.65  -1.95
Rh  -0.06  -0.13  -0.88
N  -1.37  -1.43  -0.85
C  -0.42  -2.48  -1.37
C  0.97  -1.82  -1.57
H  2.04  2.16  -1.12
H  1.71  0.61  -3.31
H  -0.42  2.85  -0.21
H  -2.26  1.72  -1.84
H  -0.95  0.33  -3.75
H  1.34  -1.90  -2.60
H  -0.37  -3.32  -0.65
H  -2.35  -1.74  -0.85
H  1.73  -2.18  -0.85
H  -0.79  -2.87  -2.34
C  -1.06  -0.46  2.97
C  -0.14  0.23  1.95
O  -0.92  0.45  0.79
C  0.31  1.60  2.51
F  0.96  1.46  3.72
F  1.16  2.24  1.63
F  -0.80  2.42  2.71
C  1.08  -0.68  1.68
F  1.83  -0.84  2.84
F  0.67  -1.93  1.29
F  1.91  -0.13  0.72
H  -1.95  0.17  3.18
H  -0.54  -0.66  3.93
H  -1.43  -1.43  2.57

As for the spin multiplicity: 5. As for the charge: -1. For the energy relative to the best compared isomer or geometry (same formula, charge and spin), the calculation gives 0.0000 eV. Its largest force on an atom is 5.081 eV/A. As for the total energy: -34463.9251 eV.

Löwdin population analysis, charges in e, atoms 1 to 4: number 1, C, carries -0.2159; number 2, C, carries -0.2270; number 3, C, carries -0.2072; number 4, C, carries -0.2051